Formula: C26H44Br2N8PReSe3Te
Source: the OMol25 dataset
Level of theory: ωB97M-V with the def2-TZVPD basis set

Its LUMO energy (alpha / beta) is -0.12993 / -0.12340 Ha. The value obtained for the HOMO energy (alpha / beta) is -7.730 / -7.731 eV. Its expectation value of S² is 0.76. The total energy is -394430.8410 eV. Its total charge is +1. The value obtained for the molecular weight is 1210.16 g mol⁻¹. As for the spin multiplicity: 2.

The geometry in XYZ format:
```
86
Properties=species:S:1:pos:R:3:forces:R:3
Re 2.021502 -0.393229 -0.085740 0.502 0.621 0.491
Br 2.209386 -2.876588 -0.999950 -0.025 -0.183 0.017
C 2.776957 -2.784224 -2.861145 0.080 0.016 -0.070
Br 1.536090 -1.837537 -3.954107 -0.076 0.022 0.007
H 2.857241 -3.810683 -3.198195 0.005 0.022 0.026
H 3.719839 -2.246754 -2.861565 -0.047 -0.050 -0.006
Se 3.980487 0.084251 -1.444599 -0.210 0.032 -0.163
Se 4.993554 3.292272 0.648585 -0.081 -0.065 0.458
Te 5.076226 3.623227 -1.748339 0.124 0.059 -0.334
Se 3.337459 1.972797 -2.672643 -0.022 -0.082 -0.160
N 0.268418 -0.406019 -0.437162 -0.061 -0.313 -0.160
P -1.307032 -0.411582 -0.719946 -0.632 0.248 -0.122
N -1.970829 -1.794918 -1.277857 0.219 -0.254 -0.138
C -1.792885 -3.032561 -0.497253 -0.002 -0.059 0.018
C -1.408250 -4.178271 -1.420279 0.035 0.011 -0.017
C -2.543257 -4.476273 -2.404659 -0.004 -0.030 -0.006
C -3.269110 -3.184153 -2.810226 -0.038 -0.003 0.024
C -2.360313 -1.971837 -2.690505 -0.069 0.051 0.000
N -2.073375 -0.126510 0.693378 0.094 -0.077 0.288
C -1.384071 0.649591 1.743242 0.069 0.128 -0.078
C -2.402407 1.324111 2.646094 -0.045 -0.005 -0.005
C -3.282100 0.292892 3.365678 0.002 -0.005 -0.017
C -3.526618 -0.937875 2.475721 0.007 0.001 0.039
C -3.443652 -0.558504 1.006885 -0.009 -0.006 -0.035
N -1.650627 0.758150 -1.801719 0.240 0.128 -0.097
C -0.699604 1.264558 -2.802003 0.010 -0.030 -0.029
C -0.874310 2.767343 -2.934159 -0.011 0.025 0.028
C -2.277078 3.109082 -3.466563 0.009 0.003 -0.004
C -3.280722 1.991391 -3.158750 -0.008 -0.007 -0.032
C -3.004937 1.339626 -1.813021 -0.068 0.012 0.040
H -2.718817 -3.284701 0.032060 -0.010 0.015 0.026
H -1.025172 -2.863266 0.261023 0.015 -0.009 -0.002
H -1.157924 -5.062148 -0.832410 -0.008 0.003 0.011
H -0.505152 -3.889863 -1.963572 0.017 -0.010 0.003
H -3.256449 -5.167798 -1.953109 0.003 -0.004 -0.004
H -2.139925 -4.977061 -3.285649 0.011 0.003 -0.002
H -4.142115 -3.021014 -2.172870 -0.003 0.001 0.007
H -3.639551 -3.253035 -3.833013 -0.006 0.009 0.001
H -2.885619 -1.077821 -3.022442 0.024 0.006 0.000
H -1.483398 -2.094151 -3.330530 0.088 -0.021 -0.028
H -0.738715 1.398455 1.274242 -0.074 -0.057 0.043
H -0.735502 -0.010868 2.332427 0.005 0.000 -0.004
H -3.020141 1.986064 2.034101 0.001 0.017 -0.001
H -1.881254 1.960993 3.361073 0.011 0.000 0.016
H -4.233576 0.754125 3.632691 -0.004 0.009 0.012
H -2.813775 -0.015576 4.301600 0.014 -0.006 -0.003
H -4.498902 -1.383131 2.688610 -0.001 0.005 -0.008
H -2.776218 -1.708747 2.670043 0.005 -0.006 0.011
H -4.160344 0.241656 0.790861 0.009 0.028 -0.011
H -3.702248 -1.397184 0.365012 -0.005 0.010 -0.003
H -0.861249 0.781291 -3.772922 -0.010 -0.029 0.003
H 0.309182 1.007241 -2.481976 0.019 0.012 -0.008
H -0.097242 3.175768 -3.580936 0.006 -0.012 -0.004
H -0.730017 3.207827 -1.943470 0.011 0.014 0.008
H -2.241233 3.267771 -4.544784 -0.005 0.003 -0.009
H -2.620227 4.047005 -3.027737 0.003 0.008 0.012
H -3.236408 1.222135 -3.934045 0.002 -0.003 -0.005
H -4.300665 2.377479 -3.164514 0.008 -0.011 0.003
H -3.743379 0.555172 -1.622586 0.009 0.008 0.005
H -3.105422 2.077129 -1.008836 0.017 0.014 0.014
N 1.374400 5.253851 2.494647 -0.050 0.033 0.014
C 1.525687 4.035173 1.943893 0.059 0.082 -0.014
C 1.876703 2.917932 2.718401 -0.054 0.003 0.038
C 2.050628 1.710238 2.111405 0.025 -0.173 0.006
N 1.893672 1.512079 0.786261 0.053 -0.208 -0.131
C 1.511768 2.578154 0.049880 -0.036 -0.071 0.053
C 1.313414 3.819043 0.575431 -0.100 0.053 0.031
H 1.674797 5.417955 3.438674 0.030 0.011 0.004
H 1.282711 6.060959 1.902681 0.032 -0.014 0.003
H 2.035273 3.007095 3.782812 0.026 0.011 0.049
H 2.327130 0.844316 2.697292 0.018 0.027 -0.001
H 1.379348 2.399194 -1.002468 -0.008 -0.004 -0.056
H 1.027631 4.630804 -0.078318 0.016 0.034 -0.023
N 5.861752 -2.133900 4.639372 0.023 -0.027 0.055
C 5.078671 -1.767441 3.608495 -0.035 0.003 -0.031
C 3.921448 -2.494549 3.269005 0.043 -0.014 0.052
C 3.160176 -2.090057 2.209712 -0.069 0.030 -0.105
N 3.444598 -1.013101 1.445524 -0.111 -0.080 0.108
C 4.550645 -0.303321 1.782797 -0.050 0.226 -0.313
C 5.368326 -0.639170 2.826010 -0.004 -0.070 0.049
H 5.659640 -2.957036 5.177928 0.016 0.024 -0.015
H 6.701317 -1.626569 4.855562 -0.018 -0.010 -0.011
H 3.630717 -3.371494 3.830043 0.000 -0.018 0.017
H 2.265296 -2.641345 1.941964 0.053 0.020 0.024
H 4.764551 0.581678 1.177225 -0.021 -0.115 0.160
H 6.235186 -0.026007 3.028268 0.025 0.037 -0.008
```
Forces are in eV/Å.

Atom charges from the Mulliken analysis, given in e for atoms 1 to 4:
1. Re 0.457
2. Br 0.086
3. C -0.712
4. Br -0.034

***

Formula: C3H10N2O2
Source: the OMol25 dataset
Level of theory: ωB97M-V with the def2-TZVPD basis set

As for the SMILES: NCCNC=O.O. Its LUMO energy is 0.03399 Ha. The value obtained for the HOMO energy is -9.315 eV. The total energy is -10348.1905 eV. The value obtained for the molecular weight is 106.12 g mol⁻¹.

The geometry in XYZ format:
```
17
Properties=species:S:1:pos:R:3:forces:R:3
N -2.215800 -2.039410 0.125105 -0.391 0.872 -0.361
C -1.023480 -1.187760 0.185421 0.685 -2.704 0.459
C -1.227774 0.132176 -0.460409 -1.103 1.195 0.632
N -0.026066 0.920414 -0.570502 1.221 0.131 -0.638
C 0.358792 1.797151 0.387926 -0.752 0.030 0.719
O 1.455102 1.813052 0.907808 0.413 0.321 -0.303
H -2.172152 -2.786174 0.787685 0.034 -0.356 0.127
H -2.457976 -2.391090 -0.787925 0.188 -0.070 -0.097
H -0.135017 -1.685162 -0.250156 -0.211 0.203 -0.070
H -0.823884 -1.202766 1.263612 0.275 0.940 -0.139
H -1.726061 0.010521 -1.421287 0.084 -0.026 -0.133
H -1.926501 0.668032 0.204653 0.058 0.156 -0.496
H 0.829647 0.487165 -0.932306 -0.738 -0.626 0.108
H -0.428827 2.514215 0.672052 -0.052 -0.074 0.235
O 2.347157 -0.735570 -0.480369 -0.308 -0.262 0.665
H 2.334356 -0.284868 0.379623 -0.207 -0.073 -0.029
H 3.000574 -0.226017 -0.936083 0.803 0.346 -0.675
```
Forces are in eV/Å.

Atom charges from the natural (NBO) analysis, given in e for atoms 1 to 4:
1. N -0.847
2. C -0.232
3. C -0.226
4. N -0.642

***

Formula: C32H38AsClO6PRe
Source: the OMol25 dataset
Level of theory: ωB97M-V with the def2-TZVPD basis set

Its LUMO energy (alpha / beta) is -0.36014 / -0.37551 Ha. The value obtained for the HOMO energy (alpha / beta) is -17.126 / -17.127 eV. Its expectation value of S² is 3.77. The total energy is -130831.9172 eV. Its total charge is +3. The value obtained for the molecular weight is 846.21 g mol⁻¹. As for the spin multiplicity: 4.

The geometry in XYZ format:
```
80
Properties=species:S:1:pos:R:3:forces:R:3
Re -0.198218 0.120848 0.010655 0.226 -0.579 0.261
O 1.745666 1.193965 1.940164 0.312 0.040 0.390
Cl 1.388730 -0.165310 2.087754 -0.192 -0.029 -0.128
O 1.934809 -0.883274 3.135043 0.016 -0.039 0.057
O -0.155154 -0.199171 2.093937 -0.038 0.255 -0.203
O 1.589688 -0.835072 0.738649 -0.066 0.199 -0.228
C -0.092333 -3.712606 1.346750 -0.004 0.023 0.008
C -0.518722 -3.394757 -0.086328 -0.018 -0.024 -0.031
P -1.523685 -1.901014 -0.280209 0.076 0.068 0.088
C -2.276692 -1.840986 -1.936260 0.008 0.064 0.003
C -2.660705 -3.210736 -2.510117 0.007 -0.021 0.025
C -2.804872 -1.822656 0.996684 0.022 0.032 0.035
C -3.779998 -3.005058 0.947771 0.003 -0.006 -0.012
H 0.382363 -4.691815 1.363474 0.017 0.005 -0.011
H -0.943273 -3.753608 2.025369 -0.005 -0.011 0.004
H 0.629021 -2.994276 1.730066 -0.011 -0.028 0.004
H -1.150089 -4.195690 -0.485163 -0.010 0.003 0.014
H 0.335370 -3.318142 -0.764638 0.009 0.013 0.011
H -1.574256 -1.333111 -2.599521 -0.003 -0.012 0.005
H -3.151004 -1.190845 -1.831867 0.009 -0.008 -0.001
H -1.781137 -3.812783 -2.731073 0.006 -0.001 -0.005
H -3.199989 -3.060694 -3.443720 -0.003 0.008 -0.006
H -3.309196 -3.775348 -1.842898 -0.006 0.000 -0.001
H -3.324673 -0.869635 0.863840 0.000 -0.008 -0.017
H -2.290118 -1.772260 1.959420 0.003 -0.022 -0.005
H -4.385174 -2.992880 0.042921 -0.001 0.002 -0.004
H -4.457295 -2.934953 1.797061 -0.004 -0.001 0.004
H -3.267435 -3.964356 1.015254 -0.001 -0.009 0.005
C 0.796608 0.559665 -4.165501 -0.022 -0.024 -0.019
C 0.964051 1.021735 -2.764163 0.230 0.039 0.055
O 0.308518 0.374725 -1.881209 -0.337 -0.030 -0.177
C 1.845663 2.093407 -2.400969 -0.030 0.008 0.008
C 1.925532 2.557189 -1.076021 0.015 -0.016 -0.022
C 2.834939 3.524454 -0.722995 0.006 -0.001 0.020
C 3.684263 4.054803 -1.696033 -0.017 -0.011 -0.023
C 3.607716 3.628643 -3.016973 0.017 0.015 0.037
C 2.693581 2.657203 -3.372337 -0.017 -0.005 0.010
H 0.044586 -0.221430 -4.223805 0.003 0.004 -0.002
H 1.745312 0.166576 -4.539181 0.003 -0.010 0.004
H 0.518056 1.392571 -4.811989 0.001 0.015 -0.003
H 1.258800 2.184301 -0.301951 -0.004 0.044 -0.004
H 2.895090 3.872902 0.298276 -0.005 -0.007 0.020
H 4.409486 4.808430 -1.417241 0.004 -0.002 -0.004
H 4.270136 4.046901 -3.761575 -0.001 0.004 -0.010
H 2.654159 2.320621 -4.398120 0.001 -0.010 -0.025
O -1.692198 1.263677 -0.090473 -0.242 0.103 -0.212
As -2.525702 2.821494 0.038772 0.190 -0.166 0.023
C -3.783877 2.489931 1.404769 -0.006 0.056 -0.001
C -5.037784 3.085602 1.304795 -0.067 -0.033 0.003
C -5.941553 2.923807 2.345524 0.027 -0.028 0.008
C -5.588562 2.176786 3.460969 0.015 -0.005 -0.023
C -4.334605 1.578083 3.546753 -0.016 -0.003 0.005
C -3.419757 1.733717 2.519394 -0.011 0.030 0.015
C -3.256766 3.144241 -1.671766 -0.020 0.061 0.023
C -3.847372 4.386123 -1.902424 0.001 0.013 -0.038
C -4.423260 4.635833 -3.138951 0.002 -0.016 -0.004
C -4.400588 3.657687 -4.125550 0.011 -0.002 0.029
C -3.800253 2.426666 -3.887470 -0.006 0.010 -0.005
C -3.225170 2.160016 -2.654613 -0.020 -0.021 -0.002
C -1.195316 4.090830 0.473985 -0.043 0.048 0.065
C -0.702013 4.932071 -0.523142 -0.017 -0.028 -0.053
C 0.227365 5.902327 -0.184479 0.015 0.012 0.044
C 0.661195 6.018458 1.131361 -0.012 0.005 -0.033
C 0.173870 5.169192 2.119290 -0.014 -0.019 -0.003
C -0.770532 4.206987 1.798824 0.016 0.017 -0.010
H -5.325237 3.655066 0.428796 0.026 0.001 0.018
H -6.920365 3.378261 2.281156 -0.006 0.003 0.007
H -6.295277 2.057658 4.271019 -0.002 -0.005 0.005
H -4.069333 0.997128 4.419695 -0.013 0.005 0.013
H -2.442045 1.270118 2.591388 0.003 0.027 -0.002
H -3.856456 5.158950 -1.140867 0.001 -0.022 -0.007
H -4.888203 5.593051 -3.330379 -0.006 0.002 -0.009
H -4.855067 3.856175 -5.086554 0.000 0.003 -0.011
H -3.790349 1.672586 -4.662712 -0.006 0.000 -0.013
H -2.762425 1.199178 -2.460599 -0.018 0.032 0.002
H -1.055767 4.849558 -1.544234 0.018 0.002 0.010
H 0.598962 6.579375 -0.941881 0.001 0.003 0.001
H 1.370361 6.791817 1.396134 0.010 0.000 -0.004
H 0.506637 5.279292 3.142283 -0.007 0.004 0.010
H -1.192381 3.582992 2.577353 -0.004 -0.014 0.021
```
Forces are in eV/Å.

Atom charges from the Mulliken analysis, given in e for atoms 1 to 4:
1. Re 1.606
2. O -0.442
3. Cl 1.465
4. O -0.464

***

Formula: C5H17BeN8O7Pb
Source: the OMol25 dataset
Level of theory: ωB97M-V with the def2-TZVPD basis set

Its LUMO energy is -0.54953 Ha. The value obtained for the HOMO energy is -17.010 eV. The total energy is -37328.5077 eV. Its total charge is +3. The value obtained for the molecular weight is 517.45 g mol⁻¹.

The geometry in XYZ format:
```
39
Properties=species:S:1:pos:R:3:forces:R:3
Be -3.206526 0.866926 -0.627876 1.076 0.167 0.000
Pb -2.578746 3.614402 3.125556 1.192 -0.973 -1.020
O 0.490325 2.870437 0.938240 -1.062 -1.138 -0.931
C -0.518513 1.999109 0.703328 -0.714 0.858 -1.524
O -0.626388 1.539243 -0.454180 -0.638 -0.462 0.947
O -1.416133 1.821619 1.601179 -1.335 1.198 2.150
H 0.728672 2.917092 -0.016180 1.164 0.769 0.543
C -1.871472 -1.445573 4.468827 -0.465 -1.216 0.700
O -1.312737 -2.447647 4.939877 -0.316 1.092 -0.620
N -1.159646 -0.428383 3.953267 2.046 -0.087 -0.164
N -3.208315 -1.319164 4.455873 -0.094 -0.715 0.371
H -1.464683 0.449579 3.584839 -0.183 -0.174 -0.025
H -0.170271 -0.641374 4.053867 0.142 0.560 -0.323
H -3.669771 -2.151663 4.798046 -0.559 0.400 -0.118
H -3.669999 -0.551852 4.013755 -0.358 -0.231 -0.004
C 1.024094 -2.584852 -2.295551 -0.287 1.245 -0.923
O 1.355404 -3.269423 -1.337524 0.217 0.364 0.332
N 1.807270 -2.386321 -3.384725 0.646 -1.443 1.297
N -0.116722 -1.815326 -2.298305 -0.496 0.178 0.361
H 1.498279 -2.052162 -4.278950 -0.028 -0.039 -0.059
H 2.609702 -2.999388 -3.282911 0.134 0.159 -0.989
H -0.416641 -1.400745 -1.434115 -0.250 -0.443 0.005
H -0.640840 -1.628904 -3.134917 0.170 0.110 -0.055
C 1.729313 -1.723032 1.813645 1.377 1.069 1.835
O 1.634967 -1.624659 3.064894 -0.716 0.089 -0.410
N 2.133223 -2.884518 1.302624 -0.672 0.269 0.143
N 1.698316 -0.611072 1.046537 -0.661 -0.425 -1.026
H 2.022982 -3.043313 0.297436 0.178 -0.814 0.022
H 2.264868 -3.545143 2.061433 0.118 -0.650 -0.625
H 1.627747 -0.767845 0.051521 0.168 0.374 -0.061
H 1.296348 0.225748 1.426126 0.109 -0.090 0.158
C -0.105103 3.451343 -3.599934 -0.194 1.063 0.282
O -1.020848 4.266778 -3.443438 0.128 -0.710 0.276
N 1.053407 3.532814 -2.907048 0.781 -0.198 1.003
N -0.172349 2.458039 -4.500556 -0.743 -0.113 0.285
H 1.104350 4.151707 -2.115939 -0.070 0.411 -0.400
H 1.697696 2.760303 -2.869629 0.002 0.007 -0.244
H -1.086489 2.425276 -4.925382 0.432 -0.368 -0.715
H 0.655229 1.971945 -4.793708 -0.240 -0.096 -0.475
```
Forces are in eV/Å.

Atom charges from the natural (NBO) analysis, given in e for atoms 1 to 4:
1. Be 0.802
2. Pb 1.850
3. O -0.654
4. C 0.957